1.
C28H23Cl5N2O5S2Ta | ωB97M-V/def2-TZVPD

The geometry in XYZ format:
```
66
Properties=species:S:1:pos:R:3:forces:R:3:lowdin_charge:R:1
Ta 0.193144 -0.487856 -0.254888 0.078 -0.209 0.125 1.780
O 1.484566 0.873239 0.194092 -0.281 -0.122 0.013 -0.633
S 2.569260 1.695350 1.054598 0.006 0.023 0.088 1.226
C 1.887131 3.371082 0.956581 -0.018 -0.012 -0.024 -0.272
C 0.359978 3.429789 0.862486 -0.041 -0.016 -0.062 -0.213
C -0.134082 3.437815 -0.593798 -0.004 0.001 0.030 -0.204
C -1.591472 2.974010 -0.706213 0.050 -0.034 0.048 -0.280
S -1.853189 1.687886 -1.944686 0.031 0.166 -0.100 1.189
O -0.689249 0.672912 -1.601251 0.261 -0.304 0.171 -0.696
C -1.296391 2.463592 -3.430650 -0.059 -0.071 -0.010 -0.406
C -2.222327 3.310968 -4.031272 -0.059 -0.043 0.018 -0.066
C -1.856632 3.957613 -5.199527 0.030 0.017 -0.034 -0.023
C -0.602694 3.732281 -5.756692 -0.024 0.000 0.013 -0.015
C 0.296492 2.863881 -5.151370 -0.008 -0.005 0.011 -0.030
C -0.044181 2.216774 -3.972792 0.067 0.036 0.065 -0.069
C 2.351336 1.174789 2.704766 0.024 -0.011 -0.015 -0.415
C 3.137253 0.071759 3.049416 0.037 0.013 -0.033 -0.070
C 3.065490 -0.423377 4.339677 0.000 -0.006 0.015 -0.027
C 2.238505 0.194520 5.268498 -0.016 0.021 -0.009 -0.004
C 1.471584 1.305044 4.918929 0.018 -0.033 0.017 -0.021
C 1.516865 1.803495 3.632107 -0.021 0.036 -0.051 -0.051
H 2.365782 3.805081 0.077302 0.020 0.003 0.011 0.113
H 2.296796 3.879638 1.830750 0.011 -0.030 0.028 0.119
H 0.027275 4.333526 1.374965 -0.006 -0.001 0.005 0.144
H -0.085205 2.591219 1.402229 0.018 0.009 0.015 0.087
H 0.505246 2.791364 -1.197801 -0.006 0.010 -0.005 0.086
H -0.035431 4.436495 -1.017665 0.012 -0.001 -0.006 0.141
H -2.290422 3.762593 -0.995331 0.000 -0.006 -0.028 0.119
H -1.973502 2.537429 0.220964 -0.014 -0.002 -0.006 0.100
H -3.212824 3.457778 -3.614177 0.001 -0.003 -0.008 0.126
H -2.557340 4.623368 -5.683944 -0.001 -0.002 -0.001 0.131
H -0.329974 4.229686 -6.677483 0.001 0.001 -0.001 0.130
H 1.264312 2.685602 -5.599288 0.000 0.001 -0.005 0.126
H 0.649746 1.537863 -3.496124 0.001 -0.004 -0.021 0.093
H 3.811787 -0.372203 2.326041 0.003 -0.009 0.016 0.121
H 3.675996 -1.267758 4.628028 0.000 -0.002 -0.005 0.129
H 2.202452 -0.177525 6.283847 0.003 -0.002 0.001 0.132
H 0.849808 1.788475 5.659714 -0.002 0.002 0.000 0.130
H 0.934153 2.676541 3.375290 -0.002 -0.003 0.016 0.112
Cl 4.858059 -5.480459 -2.734862 -0.012 0.011 0.012 0.795
C 3.817620 -4.468845 -1.849627 0.008 -0.016 -0.006 -0.681
C 3.107112 -3.463509 -2.515625 0.012 -0.005 0.024 -0.691
Cl 3.239291 -3.218367 -4.195428 -0.004 0.006 -0.021 0.787
C 2.278992 -2.661102 -1.754731 0.002 -0.053 0.086 -0.525
Cl 1.297554 -1.399207 -2.472379 -0.178 0.122 -0.077 0.836
C 2.122528 -2.809820 -0.387546 0.061 -0.208 -0.158 -0.395
O 1.254121 -1.977510 0.239909 -0.232 0.581 -0.191 -0.275
C 2.814061 -3.811849 0.270916 0.008 0.060 0.046 -0.610
Cl 2.599464 -3.988115 1.957228 -0.011 0.003 0.038 0.785
C 3.667943 -4.640935 -0.464223 0.027 -0.016 -0.016 -0.673
Cl 4.528115 -5.868820 0.335755 -0.010 0.013 -0.001 0.796
O -0.738018 -0.082294 1.434675 0.153 0.002 -0.059 -0.245
N -1.780675 -0.789644 1.871053 -0.140 -0.046 0.043 0.121
N -2.136731 -1.625616 1.007919 0.313 0.173 0.006 -0.130
O -1.485124 -1.639164 -0.142744 0.067 0.051 0.025 -0.164
C -3.182580 -2.570939 1.231234 -0.259 -0.144 -0.021 -0.166
C -3.668166 -2.740010 2.527031 0.062 0.059 -0.005 0.011
C -4.688007 -3.649458 2.718750 -0.025 -0.024 -0.010 -0.024
C -5.201639 -4.365721 1.640722 0.019 0.013 -0.007 -0.008
C -4.697343 -4.180281 0.358620 -0.046 -0.030 0.024 -0.025
C -3.676160 -3.275970 0.138151 0.073 0.048 -0.025 0.012
H -3.251966 -2.186879 3.356670 -0.006 -0.005 0.005 0.123
H -5.081233 -3.808562 3.712853 0.003 0.004 0.003 0.129
H -5.998673 -5.078422 1.803872 -0.002 0.000 0.002 0.130
H -5.102516 -4.742598 -0.470696 0.005 0.003 -0.004 0.128
H -3.276087 -3.120651 -0.852845 -0.003 -0.005 0.002 0.122
```
Positions in Å, forces in eV/Å.

**HOMO level**: -16.2 eV
**Total charge**: +3
**Multiplicity**: 1
**Energy above the lowest of the compared OMol25 structures with the same formula, charge and spin**: 0.000 eV
**E_tot**: -128435.2218 eV

=====

2.
C30H44B2FI2N8O9 | ωB97M-V/def2-TZVPD

The geometry in XYZ format:
```
96
Properties=species:S:1:pos:R:3:forces:R:3:lowdin_charge:R:1
C 4.697852 2.160665 2.919824 1.337 0.320 -0.862 -0.098
O 3.364488 2.662089 3.181384 -0.021 -2.112 0.476 -0.184
C 2.415023 1.599558 3.366576 -0.906 0.581 0.141 -0.119
C 1.541303 1.354516 2.008287 0.110 -0.961 0.779 -0.120
O 2.409512 1.493983 0.855421 -1.891 -1.098 -1.148 -0.005
C 1.589408 1.529914 -0.359418 1.674 3.042 0.320 -0.358
F 2.576068 1.547516 -1.424050 -1.783 -0.726 2.177 0.035
O 0.998530 2.832252 -0.355635 1.565 -1.887 -0.746 0.073
B 1.985937 3.883458 -0.502412 1.573 2.039 -0.037 -0.640
O 2.337934 4.470381 -1.790972 -1.960 -0.530 2.179 0.044
O 2.666677 4.469358 0.644654 -2.781 -0.425 -1.761 0.109
C 0.550894 0.318406 -0.498993 -1.101 -1.090 -1.547 -0.209
C -0.983076 0.667849 -0.148791 -0.976 -0.311 0.777 -0.102
O -1.902611 0.549597 -1.273777 -0.458 1.804 1.472 -0.175
C -3.041874 1.371717 -0.882662 -2.524 1.110 0.883 -0.200
C -3.943457 0.796236 0.263241 -0.758 4.350 -2.191 0.017
C -5.130836 1.703990 0.702690 2.385 0.883 -2.351 -0.046
C -5.379996 3.091348 0.042801 2.562 -2.046 -1.092 -0.065
C -4.466279 3.598316 -1.092254 0.748 -3.357 1.495 -0.055
C -3.275409 2.734684 -1.565986 -2.223 -1.395 2.881 -0.006
C 0.666573 -0.480709 -1.915002 -0.422 2.318 -2.882 -0.558
I 1.059457 -2.648457 -2.053878 -0.267 1.411 0.654 0.934
C 0.505113 0.129111 -3.194393 0.615 -2.270 1.579 -0.673
C 0.637053 -0.731912 -4.565808 -0.778 1.335 0.140 -0.212
I 0.029218 2.215105 -3.470228 0.420 -1.394 -0.001 1.091
N 0.948906 -0.724854 0.542158 0.437 0.869 0.392 0.104
C 1.052909 -0.197529 1.943272 1.985 1.029 3.623 -0.193
O -0.072460 -0.476823 2.802622 1.808 -1.000 -0.006 0.091
B 0.331783 -1.378981 3.887182 -0.300 -0.787 1.077 -0.585
O -0.304143 -2.681783 3.967776 -0.181 2.832 0.303 0.097
O 1.282630 -1.035072 4.895740 -1.234 -1.152 -2.443 0.155
H 4.883435 1.079017 3.253640 -0.501 1.700 -0.299 0.059
H 5.484639 2.851867 3.406791 -1.498 -1.053 -0.552 0.112
H 4.893584 2.226761 1.788307 -0.285 -0.232 1.509 0.093
H 1.662754 1.967036 4.157285 1.070 -0.618 -1.190 0.156
H 2.861314 0.628496 3.765295 -0.314 1.276 -0.719 0.124
H 0.677099 2.093457 2.062531 1.018 -0.968 -0.644 0.182
H 1.967179 5.389081 -1.719743 0.734 -0.937 -0.046 0.074
H 2.084395 5.243844 0.867140 0.915 -0.713 0.108 0.115
H -1.152939 1.690770 0.322167 0.845 -1.207 -0.625 0.154
H -1.378434 -0.101471 0.624906 1.002 1.132 -0.975 0.141
H -3.700168 -0.219840 0.711915 -0.571 1.559 -0.598 0.088
H -5.807656 1.354888 1.546122 0.987 0.545 -1.336 0.091
H -6.264132 3.717630 0.405066 1.508 -1.024 -0.639 0.094
H -4.630479 4.596063 -1.613663 0.099 -1.538 0.949 0.092
H -2.583763 3.089083 -2.393093 -1.088 -0.644 1.315 0.028
H -0.280756 -1.416634 -4.607268 1.534 0.654 0.034 0.072
H 1.629169 -1.283970 -4.645000 -1.448 0.606 0.325 0.063
H 0.550850 -0.032885 -5.478313 0.183 -0.997 1.603 0.070
H 1.915878 -1.033459 0.291877 -0.993 -0.239 0.110 0.158
H 0.275658 -1.516577 0.581299 0.558 0.320 -0.540 0.154
H 1.941932 -0.774199 2.418708 -1.104 0.880 -1.170 0.180
H -1.244514 -2.458977 4.197756 0.808 -0.674 -0.578 0.109
H 1.568361 -1.869046 5.333893 -0.392 0.818 -0.139 0.136
C -2.934246 -5.104442 3.651434 0.050 -0.090 0.016 -0.081
C -3.368224 -3.864372 3.001331 0.016 0.066 0.088 -0.270
N -3.709772 -2.889415 2.490555 0.268 -0.317 0.148 0.135
H -3.469555 -5.276165 4.588298 -0.120 0.181 -0.177 0.091
H -3.107641 -5.976055 3.015992 -0.081 0.334 -0.026 0.039
H -1.867047 -5.083456 3.887151 -0.065 0.211 -0.160 0.080
C -0.916693 7.331970 -2.844583 -0.125 0.147 -0.260 -0.039
C -0.434305 6.652110 -1.639301 -0.045 0.020 0.063 -0.219
N -0.055061 6.118798 -0.691166 0.051 0.122 -0.447 0.176
H -1.711578 6.764675 -3.334567 0.101 -0.090 0.212 0.087
H -1.318417 8.321293 -2.613609 0.111 -0.143 0.186 0.094
H -0.116320 7.469092 -3.576367 0.064 -0.076 0.195 0.078
C -1.065850 -5.855685 -4.203251 0.462 -0.144 -0.133 -0.110
C -0.738119 -4.862493 -5.228491 0.126 0.017 -0.111 -0.277
N -0.479137 -4.077121 -6.030529 -0.083 -0.201 0.409 0.123
H -1.815892 -6.565445 -4.555473 0.060 0.252 -0.042 0.076
H -0.186183 -6.433508 -3.906694 0.070 0.142 -0.238 0.085
H -1.461581 -5.386732 -3.305907 0.218 0.104 -0.396 0.012
C 6.172204 -0.365687 -0.044389 0.029 0.059 -0.316 -0.060
C 6.027720 -0.676281 1.380648 0.016 -0.094 0.218 -0.268
N 5.912967 -0.917781 2.502226 -0.031 0.043 -0.702 0.134
H 6.189156 -1.272710 -0.653418 0.007 -0.019 0.243 0.085
H 5.347400 0.253838 -0.406219 0.004 -0.023 0.237 0.070
H 7.098521 0.177545 -0.244941 -0.063 -0.068 0.223 0.091
C -4.139105 -4.180387 -0.867648 -0.107 0.221 0.229 -0.059
C -3.627442 -5.180341 -1.806255 -0.102 -0.019 -0.006 -0.219
N -3.225077 -5.964120 -2.546965 -0.850 0.171 0.815 0.141
H -3.574852 -3.246519 -0.928098 0.042 -0.164 -0.129 0.076
H -5.186189 -3.939650 -1.065593 0.124 -0.166 -0.139 0.091
H -4.076644 -4.530382 0.165064 0.058 -0.108 -0.186 0.058
C 3.260132 5.944041 -4.576958 0.083 -0.203 0.109 -0.062
C 2.789780 7.173480 -5.221341 0.029 0.056 -0.076 -0.278
N 2.420368 8.139807 -5.726334 0.055 -0.396 0.266 0.125
H 2.735753 5.756915 -3.637657 0.061 0.119 -0.258 0.041
H 3.104388 5.070276 -5.214117 -0.076 0.210 -0.057 0.088
H 4.327241 5.991597 -4.348081 -0.121 0.188 -0.086 0.091
C -2.015380 -8.295955 5.822011 0.129 -0.047 0.286 -0.059
C -2.630682 -8.185411 4.496513 -0.098 -0.195 -0.193 -0.259
N -3.114901 -8.101453 3.454051 0.318 -0.178 0.654 0.141
H -1.086607 -8.870076 5.786761 -0.137 0.037 -0.206 0.088
H -1.774766 -7.313952 6.236652 -0.098 -0.022 -0.198 0.079
H -2.678898 -8.794687 6.532235 -0.070 0.036 -0.237 0.089
```
Positions in Å, forces in eV/Å.

**HOMO level**: -11.0 eV
**Total charge**: +1
**Multiplicity**: 1
**E_tot**: -82432.7410 eV